C12H24As2INO6P2Ta as an isolated structure in a non-equilibrium geometry, computed with ωB97M-V with the def2-TZVPD basis set.

Geometry as XYZ:
```
49
Properties=species:S:1:pos:R:3
Ta 0.3538 -0.4147 0.0178
C -2.8446 -0.7973 2.2965
As -2.1240 -0.7852 0.4552
C -3.3396 -2.2065 -0.1927
C -3.0351 0.7534 -0.3583
C -4.2136 1.3064 0.1262
C -4.8163 2.3427 -0.5722
C -4.2548 2.8139 -1.7523
C -3.0869 2.2549 -2.2512
C -2.4711 1.2256 -1.5500
As -0.8730 0.2401 -2.1295
C -1.7639 -0.9817 -3.4033
C -0.1187 1.3843 -3.5591
H -2.6179 0.1218 2.8312
H -2.4091 -1.6510 2.8147
H -3.9194 -0.9464 2.2407
H -4.3231 -1.7579 -0.3095
H -3.3808 -2.9875 0.5661
H -3.0186 -2.6628 -1.1243
H -4.6551 0.9255 1.0381
H -5.7275 2.7844 -0.1923
H -4.7312 3.6227 -2.2897
H -2.6651 2.6197 -3.1788
H -2.3080 -0.3599 -4.1102
H -2.4549 -1.6676 -2.9225
H -1.0076 -1.5622 -3.9314
H -0.9265 1.6296 -4.2424
H 0.6188 0.7926 -4.0997
H 0.3467 2.2915 -3.1826
N 1.9586 1.3460 3.3794
C 2.4124 0.8981 2.0104
C 3.9001 1.1886 1.8343
P 1.3288 1.6714 0.7306
O 1.6115 3.1740 0.9474
O 1.4874 1.0814 -0.6434
O -0.0645 1.1995 1.1042
P 2.0150 -0.8811 1.6992
O 2.9022 -1.6011 2.7366
O 2.2027 -1.0818 0.2291
O 0.5199 -1.0705 1.8786
H 2.2759 2.3056 3.5701
H 2.3616 0.7518 4.1165
H 0.9365 1.3289 3.4920
H 4.1046 2.2576 1.9221
H 4.2595 0.8693 0.8544
H 4.4906 0.6573 2.5830
H 1.3638 3.9138 0.3572
H 3.1684 -2.5441 2.6979
I 0.1136 -2.8370 -1.1148
```

The calculation puts the HOMO-LUMO gap at 6.06 eV. As for the total charge: +3. Its largest force on an atom is 9.38 eV/A. For the total energy, the calculation gives -6486.033717 Ha. The value obtained for the highest occupied orbital energy is -17.501 eV.